Density functional theory data (wB97M-V/def2-TZVPD) for a 2-piece molecular cluster, CH4NO3 overall.

Each line ends with the Mulliken charge.
Geometry (Å):
C -2.31892 0.06109 -0.09917  0.00
N 1.69237 0.40643 0.38417  -0.29
O 2.47389 -0.74369 -0.35898  -0.57
O -3.38925 -0.54154 -0.29229  -0.52
O 0.50170 0.62261 -0.12846  -0.64
H -2.35136 0.69103 0.72615  0.25
H -1.39889 -0.13524 -0.53697  0.25
H 2.23082 1.09518 0.05314  0.23
H 2.55965 -1.45587 0.25242  0.30

Summary:
- Charge: -1
- Energy relative to the best compared isomer or geometry (same formula, charge and spin): 619.47 kJ/mol
- E_LUMO: 4.11 eV
- Max |F|: 4.72 eV/Å
- Total energy: -8730.522 eV
- Gap between HOMO and LUMO: 6.20 eV
- E_HOMO: -2.10 eV